A cluster of 14 separate species, C42H112O42S14 in total, computed with ωB97M-V/def2-TZVPD.

Atoms and positions in Å:
O (-4.233, 0.107, 3.922)
S (-3.202, 0.847, 3.283)
O (-3.353, 2.274, 3.197)
O (-1.862, 0.703, 3.979)
C (-1.310, -0.535, 4.675)
C (0.031, -0.212, 5.286)
C (-2.872, 0.292, 1.604)
H (-1.305, -1.343, 3.916)
H (-2.048, -0.709, 5.447)
H (0.300, -0.964, 6.029)
H (-0.063, 0.711, 5.875)
H (0.833, -0.166, 4.587)
H (-3.704, 0.491, 0.970)
H (-2.522, -0.743, 1.507)
H (-2.153, 1.008, 1.225)
O (-3.105, -0.022, -4.082)
S (-3.836, 0.364, -2.887)
O (-3.218, 0.847, -1.691)
O (-4.910, 1.498, -3.273)
C (-5.065, 2.066, -4.615)
C (-4.204, 3.354, -4.661)
C (-4.988, -0.957, -2.436)
H (-6.153, 2.245, -4.787)
H (-4.759, 1.319, -5.332)
H (-3.254, 2.876, -4.466)
H (-4.511, 4.029, -3.885)
H (-4.214, 3.796, -5.658)
H (-5.433, -1.272, -3.387)
H (-5.703, -0.467, -1.779)
H (-4.321, -1.698, -1.930)
O (1.156, 5.805, 3.865)
S (0.832, 4.622, 4.613)
O (1.817, 4.074, 5.513)
O (-0.356, 4.898, 5.499)
C (-1.456, 5.696, 4.842)
C (-2.763, 5.319, 5.499)
C (0.351, 3.341, 3.464)
H (-1.454, 5.621, 3.701)
H (-1.184, 6.711, 5.059)
H (-3.490, 5.992, 5.060)
H (-2.712, 5.426, 6.590)
H (-3.019, 4.268, 5.289)
H (-0.395, 3.781, 2.797)
H (-0.034, 2.507, 4.048)
H (1.289, 3.069, 2.996)
O (4.382, 8.945, 0.588)
S (3.075, 8.544, 0.955)
O (1.945, 9.388, 0.604)
O (2.875, 7.091, 0.388)
C (1.396, 6.631, 0.468)
C (1.350, 5.158, 0.189)
C (2.921, 8.435, 2.805)
H (0.886, 7.197, -0.282)
H (1.150, 6.680, 1.502)
H (1.897, 4.557, 0.895)
H (1.636, 4.856, -0.840)
H (0.295, 4.848, 0.306)
H (1.945, 8.098, 3.167)
H (3.139, 9.442, 3.167)
H (3.670, 7.729, 3.121)
O (-2.221, 5.480, 1.361)
S (-2.926, 5.139, 0.171)
O (-4.058, 5.914, -0.330)
O (-1.793, 5.053, -0.905)
C (-2.103, 5.143, -2.350)
C (-1.410, 6.300, -3.041)
C (-3.398, 3.418, 0.226)
H (-3.166, 5.305, -2.418)
H (-1.838, 4.178, -2.795)
H (-0.424, 6.363, -2.555)
H (-1.912, 7.215, -2.912)
H (-1.225, 6.037, -4.084)
H (-2.452, 2.834, 0.256)
H (-4.016, 3.189, -0.631)
H (-4.029, 3.218, 1.098)
O (1.675, -2.423, -3.218)
S (1.712, -3.800, -2.833)
O (0.396, -4.352, -2.636)
O (2.460, -4.637, -3.925)
C (3.661, -4.100, -4.632)
C (4.279, -5.110, -5.595)
C (2.814, -4.032, -1.482)
H (4.417, -3.743, -3.982)
H (3.245, -3.299, -5.199)
H (3.630, -5.449, -6.393)
H (4.627, -5.995, -5.115)
H (5.125, -4.613, -6.097)
H (2.458, -3.409, -0.636)
H (3.776, -3.621, -1.798)
H (2.789, -5.122, -1.266)
O (3.332, 1.996, 3.330)
S (4.034, 1.221, 4.307)
O (3.636, -0.128, 4.669)
O (5.452, 1.183, 3.795)
C (6.449, 0.278, 4.361)
C (7.853, 0.779, 4.049)
C (4.012, 2.065, 5.880)
H (6.296, -0.694, 4.034)
H (6.347, 0.333, 5.443)
H (7.909, 1.829, 4.379)
H (8.155, 0.675, 2.993)
H (8.479, 0.180, 4.717)
H (2.964, 2.319, 6.069)
H (4.511, 3.057, 5.856)
H (4.449, 1.410, 6.613)
O (0.035, 0.380, -9.440)
S (-0.843, 0.548, -8.332)
O (-1.717, -0.476, -7.897)
O (0.055, 0.996, -7.145)
C (-0.465, 1.488, -5.813)
C (0.447, 1.034, -4.771)
C (-1.920, 1.957, -8.607)
H (-1.387, 0.919, -5.579)
H (-0.683, 2.543, -5.874)
H (1.431, 1.524, -4.831)
H (0.439, -0.078, -4.812)
H (0.044, 1.261, -3.787)
H (-2.450, 2.197, -7.675)
H (-2.540, 1.666, -9.447)
H (-1.374, 2.874, -8.829)
O (-8.840, -2.613, 3.692)
S (-7.787, -3.516, 3.545)
O (-7.921, -4.941, 3.720)
O (-7.146, -3.361, 1.967)
C (-6.950, -2.039, 1.405)
C (-5.491, -1.827, 1.327)
C (-6.370, -2.922, 4.555)
H (-7.392, -1.353, 2.119)
H (-7.393, -1.999, 0.434)
H (-4.999, -2.582, 0.753)
H (-5.030, -1.847, 2.332)
H (-5.328, -0.803, 0.907)
H (-5.469, -3.464, 4.323)
H (-6.524, -3.092, 5.637)
H (-6.235, -1.888, 4.248)
O (-4.155, -3.917, -1.852)
S (-4.011, -4.235, -3.259)
O (-5.166, -4.466, -4.064)
O (-3.073, -3.031, -3.846)
C (-2.785, -3.029, -5.356)
C (-1.298, -2.817, -5.507)
C (-2.855, -5.669, -3.412)
H (-3.300, -2.174, -5.730)
H (-3.096, -3.935, -5.820)
H (-1.004, -2.485, -6.524)
H (-0.873, -3.833, -5.410)
H (-0.905, -2.188, -4.702)
H (-2.724, -5.800, -4.461)
H (-3.382, -6.540, -3.008)
H (-1.928, -5.406, -2.905)
O (-3.765, -4.701, 3.094)
S (-2.519, -4.547, 2.437)
O (-1.921, -3.234, 2.467)
O (-1.507, -5.560, 3.022)
C (-2.022, -6.929, 3.529)
C (-1.032, -7.547, 4.428)
C (-2.554, -5.116, 0.746)
H (-2.358, -7.553, 2.664)
H (-2.923, -6.662, 4.097)
H (-0.961, -6.988, 5.332)
H (-0.036, -7.781, 4.138)
H (-1.518, -8.451, 4.839)
H (-2.927, -6.113, 0.626)
H (-1.549, -5.182, 0.333)
H (-3.133, -4.455, 0.092)
O (4.852, -1.131, 1.969)
S (4.062, -2.358, 1.924)
O (2.723, -2.291, 1.430)
O (4.853, -3.463, 1.262)
C (6.310, -3.547, 1.043)
C (6.548, -4.818, 0.310)
C (4.020, -3.002, 3.582)
H (6.840, -3.516, 1.973)
H (6.653, -2.662, 0.549)
H (6.093, -5.688, 0.811)
H (7.666, -4.923, 0.194)
H (6.242, -4.726, -0.734)
H (3.228, -2.487, 4.070)
H (4.973, -2.818, 4.117)
H (3.833, -4.106, 3.557)
O (6.507, -1.669, -3.220)
S (5.589, -1.140, -2.287)
O (5.196, -2.004, -1.195)
O (6.234, 0.095, -1.642)
C (5.607, 0.881, -0.631)
C (6.659, 1.357, 0.298)
C (4.188, -0.376, -2.967)
H (4.732, 0.422, -0.244)
H (5.247, 1.772, -1.139)
H (7.299, 2.137, -0.176)
H (7.239, 0.571, 0.738)
H (6.164, 1.810, 1.147)
H (4.404, 0.397, -3.658)
H (3.520, -0.039, -2.179)
H (3.642, -1.193, -3.429)
O (1.766, 0.624, -1.041)
S (0.662, 0.997, -0.201)
O (0.263, 2.363, 0.001)
O (-0.573, 0.305, -0.780)
C (-0.455, -1.042, -1.422)
C (-1.231, -2.098, -0.629)
C (0.934, 0.204, 1.349)
H (0.597, -1.330, -1.527)
H (-0.861, -0.953, -2.431)
H (-0.725, -2.205, 0.332)
H (-0.953, -2.995, -1.138)
H (-2.277, -1.856, -0.527)
H (0.107, 0.414, 2.009)
H (1.784, 0.661, 1.829)
H (0.944, -0.876, 1.314)

Atomic forces in eV per Å
-0.4 -1.0 0.3
-0.9 1.5 -1.7
-0.2 -0.2 -0.2
2.8 -1.1 1.3
-1.0 0.2 -0.8
-0.8 0.4 0.7
0.7 0.1 0.6
0.0 0.4 0.6
-0.1 -0.4 0.0
-0.2 -0.3 -0.1
0.2 0.0 -0.3
0.6 0.3 -0.6
-1.0 -0.1 -0.1
-0.2 0.3 0.3
0.6 -0.2 0.2
-0.1 0.6 1.0
-1.6 -0.4 -0.8
0.4 -0.2 -0.3
-0.1 0.1 -0.3
-0.7 0.7 0.3
-0.6 -2.2 -0.5
1.6 0.7 -0.2
0.8 -0.1 0.5
0.3 -0.1 -0.3
0.8 0.8 0.1
0.0 0.4 0.2
0.0 0.1 0.1
0.1 -0.3 0.5
0.0 -0.3 0.1
-1.1 0.4 -0.5
0.1 0.0 -0.2
2.5 -0.9 -0.8
-0.2 0.1 -0.4
-2.8 0.6 0.1
0.2 -0.3 -0.5
0.6 -0.7 -0.2
-0.1 0.8 0.8
0.0 -0.4 1.6
0.1 0.6 0.1
-0.5 0.0 0.1
0.0 0.2 -0.3
-0.1 0.5 -0.1
0.2 -0.3 -0.1
-0.1 0.0 -0.1
0.0 0.0 -0.4
0.9 0.0 0.0
-2.4 1.1 1.5
0.8 -0.7 -0.3
-1.4 -0.2 0.3
2.5 -1.3 -0.3
-0.7 -0.5 -1.1
0.4 -0.2 -1.2
-0.5 0.6 0.2
-0.7 1.0 0.6
0.5 0.0 0.3
0.0 0.3 0.5
0.5 0.2 -0.1
0.1 0.1 -0.5
0.0 -0.2 -0.2
0.3 -0.1 0.3
-0.1 0.3 0.4
-1.7 -0.6 -0.7
1.5 -0.6 0.7
0.5 0.6 -1.6
-0.5 -0.1 0.3
1.7 -1.6 0.8
0.2 0.0 0.5
-0.5 -0.3 -0.1
0.0 0.2 0.3
-0.1 0.3 -0.3
-0.7 1.1 0.0
-0.2 0.2 0.0
-0.8 0.4 -0.1
0.2 0.0 -0.5
0.4 0.3 0.1
0.7 0.7 -0.3
-0.7 0.4 -0.2
0.9 -0.8 0.2
0.7 -0.8 -0.5
-1.3 -0.7 -1.1
-0.3 0.5 -0.2
-0.8 -0.1 0.5
0.5 0.3 1.1
0.0 0.8 -0.4
-0.5 0.2 0.0
0.4 -0.6 0.6
-0.2 -0.1 0.4
0.1 -0.5 -0.4
0.0 -0.4 0.2
0.3 0.8 0.0
-0.2 -0.3 0.1
-2.4 -0.5 1.6
-0.1 0.6 -0.6
2.8 -0.1 -0.8
0.6 2.1 0.9
-0.6 0.3 0.1
0.2 1.2 -0.7
-0.6 -1.7 -0.8
-0.2 -0.2 0.1
0.2 -0.4 -0.3
-0.2 0.0 0.5
0.3 0.1 -0.3
0.2 -0.4 0.0
-0.1 -0.7 -0.2
0.0 -0.2 0.3
0.0 -0.2 0.0
-0.4 1.8 -0.1
-0.6 -1.3 0.3
0.6 1.0 1.3
-1.9 -1.7 -1.3
1.3 -0.6 0.8
0.7 0.4 0.5
0.0 0.6 -0.7
0.3 0.4 -0.2
-0.1 -0.6 0.0
0.7 0.7 0.0
-0.2 0.3 0.1
-0.3 -0.6 -0.4
-0.3 0.1 0.1
0.3 -0.3 -0.3
-2.0 1.5 0.2
4.3 -2.2 -1.5
-0.2 1.3 -0.2
-1.2 -0.7 1.9
0.0 -0.9 1.7
1.0 1.7 0.6
-0.7 -0.3 -0.3
-0.3 0.5 -0.4
-0.7 0.0 -0.5
0.3 -0.4 -0.7
-0.2 0.1 -0.4
0.1 -0.9 0.1
0.1 -0.4 -0.6
-0.5 0.4 -0.7
0.0 0.2 0.5
0.0 -0.2 -1.0
2.3 0.0 0.5
0.0 0.2 -0.2
-0.9 -1.5 -0.9
0.7 1.3 1.6
0.5 -1.5 -0.2
-1.3 1.1 0.7
-0.8 0.4 -0.2
-0.6 -0.6 -0.1
-0.4 0.2 0.7
0.4 0.5 0.2
0.0 0.0 -0.4
0.3 -0.2 -0.8
0.2 0.3 0.1
-0.1 -0.1 0.0
-1.1 -0.3 0.2
0.5 0.9 -1.2
0.1 -0.8 -0.1
0.7 -2.0 1.0
-1.0 1.5 -1.2
-0.7 -0.9 1.4
0.0 0.6 -0.6
0.7 0.7 0.5
0.2 -0.2 -0.2
0.2 1.0 0.6
0.6 -0.1 -0.9
0.3 0.0 -0.6
-0.6 -0.6 0.5
0.3 0.5 0.4
0.0 0.0 0.4
-0.7 -1.2 -0.4
1.0 2.9 2.6
0.2 -0.6 -0.5
0.9 -1.7 -1.7
-0.5 0.4 0.3
1.4 -0.2 -0.9
0.5 -1.2 0.0
-0.2 -0.3 1.1
-0.2 0.4 -0.8
0.3 0.4 -0.3
-1.0 -0.2 0.5
-0.5 -0.1 0.2
-0.6 0.4 0.6
-0.5 0.0 -0.5
0.0 1.0 -0.1
0.4 -0.2 -1.2
-0.7 0.2 2.1
-0.5 -0.1 -0.6
1.8 0.3 -0.4
0.0 1.4 -1.0
0.2 0.9 0.7
-1.2 -1.6 0.0
-0.4 -0.9 0.9
-0.3 0.1 -0.3
-0.3 -0.8 0.3
0.5 -0.6 -0.1
-0.2 0.4 0.2
0.5 0.6 -0.6
0.2 0.2 0.3
-0.2 0.1 -0.4
0.6 0.7 -0.1
0.7 -0.1 0.4
0.4 -0.6 0.0
-1.3 -1.4 -0.8
-0.3 0.0 0.3
1.8 1.3 0.2
-0.9 0.4 0.6
-0.3 0.4 0.2
0.0 0.4 0.1
-0.5 0.1 0.3
-0.7 -0.9 -0.5
-0.3 -0.3 -0.1
-0.6 0.5 0.1
0.7 -0.1 -0.1
0.6 -0.1 -0.6

Energy relative to the best compared isomer or geometry (same formula, charge and spin) (kJ/mol): 108.14
E_HOMO (eV): -10.200
Total energy (Eh): -10401.9486
HOMO-LUMO gap (eV): 10.0



A structure of composition H28O18S, computed with ωB97M-V/def2-TZVPD.

Atoms and positions in Å:
S (55.583, 29.244, 20.513)
O (55.478, 27.877, 20.844)
O (56.816, 29.461, 19.893)
O (54.438, 29.599, 19.811)
O (55.678, 29.945, 21.808)
O (57.305, 31.605, 19.861)
H (56.685, 30.861, 19.830)
H (56.946, 31.925, 20.616)
O (55.855, 26.637, 18.452)
H (56.301, 25.822, 18.436)
H (55.714, 26.990, 19.343)
O (52.505, 28.504, 18.424)
H (53.101, 28.888, 19.163)
H (52.738, 27.601, 18.689)
O (54.800, 29.993, 17.213)
H (54.683, 29.867, 18.089)
H (55.628, 29.766, 16.861)
O (55.010, 26.692, 23.054)
H (54.194, 27.317, 23.387)
H (55.201, 26.940, 22.181)
O (52.708, 31.635, 20.262)
H (53.364, 30.996, 20.062)
H (52.566, 32.067, 19.346)
O (56.685, 32.373, 22.161)
H (56.276, 31.560, 21.998)
H (57.210, 32.357, 22.972)
O (58.556, 28.869, 20.512)
H (58.425, 28.081, 20.993)
H (57.696, 29.222, 20.252)
O (57.837, 26.542, 20.955)
H (57.019, 27.114, 21.036)
H (57.836, 25.756, 21.559)
O (53.510, 29.424, 23.030)
H (52.735, 29.891, 22.588)
H (54.256, 29.972, 22.716)
O (53.055, 26.376, 20.782)
H (53.699, 26.787, 21.331)
H (53.198, 25.570, 21.203)
O (58.449, 29.802, 23.369)
H (57.830, 29.133, 23.694)
H (58.368, 29.563, 22.506)
O (56.659, 29.359, 24.291)
H (56.187, 29.422, 23.457)
H (56.107, 28.452, 24.716)
O (57.721, 28.630, 17.611)
H (57.180, 27.852, 17.597)
H (57.621, 28.983, 18.545)

Atomic forces in eV per Å
-0.9 0.5 6.0
0.0 -5.4 0.4
-9.8 2.0 -7.8
-3.4 2.3 -2.6
-0.1 1.2 0.3
0.9 0.3 -4.0
1.4 1.4 -1.5
-0.3 3.0 3.4
-1.2 1.4 -1.2
0.9 -1.4 0.7
0.2 -0.5 0.2
1.2 0.0 2.2
-1.5 -0.1 -1.9
-0.5 -0.4 -0.6
-1.7 1.8 -5.0
0.1 -1.0 4.1
1.9 -0.6 0.2
-3.6 0.6 4.4
3.1 -1.9 -1.7
0.6 1.3 -1.9
-1.8 2.5 -2.0
1.3 -1.3 -0.2
0.3 -1.1 2.3
0.8 3.8 1.5
-1.0 -2.6 0.6
-0.2 -0.7 -0.4
8.5 -0.8 2.3
0.6 -1.1 0.5
5.1 -0.9 2.5
-0.4 -1.8 0.8
0.5 -1.4 0.3
-0.6 1.4 -0.6
-2.2 1.1 -0.4
1.3 -1.1 0.8
0.2 -0.4 -0.1
-0.9 0.9 -1.0
0.8 2.0 0.2
-0.4 -3.1 0.6
3.5 1.4 1.9
1.1 0.2 0.8
0.8 -0.3 -5.1
-6.6 -5.4 5.1
-0.4 0.4 -0.9
2.1 3.9 -1.7
0.6 1.3 0.4
-0.6 -0.7 0.3
0.5 -0.9 -2.1

Energy relative to the best compared isomer or geometry (same formula, charge and spin) (kJ/mol): 1073.36
Net charge: -2
E_HOMO (eV): -3.039
Total energy (Eh): -1769.1297
HOMO-LUMO gap (eV): 7.8